44
Properties=species:S:1:pos:R:3:forces:R:3:nbo_charge:R:1 method="wB97M-V/def2-TZVPD" lumo_energy_ev="-4.543 / -6.039" e_homo_ev="-12.7 / -12.9" e_tot_ha=-8229.9611 spin_multiplicity=2 max_force_ev_per_a=0.715 total_charge=+1
Fe 0.0177 0.6795 0.5935 -0.28 -0.26 -0.60 1.272
Se -0.7380 -2.5069 1.2302 0.11 -0.07 -0.10 0.705
Se 0.5991 -2.7155 -0.6831 -0.06 0.00 0.14 0.283
C 2.0260 -1.5903 -0.0878 0.03 -0.01 0.03 0.042
C 3.2936 -2.1432 -0.1170 -0.02 0.03 -0.02 -0.251
C 4.3806 -1.3463 0.2106 0.00 0.00 0.00 -0.114
C 4.1425 -0.0401 0.5849 -0.01 0.01 0.00 -0.211
C 2.8395 0.4229 0.6175 0.00 -0.01 -0.10 0.063
N 1.7763 -0.3220 0.2689 0.00 -0.08 -0.02 -0.526
C -2.0503 -1.4686 0.3238 -0.02 0.06 0.09 -0.003
C -3.3179 -1.9869 0.1930 -0.04 -0.01 -0.03 -0.243
C -4.2639 -1.2360 -0.4979 0.04 0.00 0.00 -0.114
C -3.8729 -0.0207 -1.0160 0.03 0.00 0.00 -0.222
C -2.5709 0.4212 -0.8174 0.06 0.01 -0.15 0.100
N -1.6483 -0.2826 -0.1514 -0.22 -0.10 0.20 -0.492
H 3.4187 -3.1809 -0.3895 0.00 -0.01 0.01 0.250
H 5.3835 -1.7502 0.1869 0.00 0.00 0.00 0.246
H 4.9423 0.6294 0.8657 0.01 -0.01 0.00 0.250
H 2.6407 1.4353 0.9295 -0.02 0.00 0.01 0.247
H -3.5578 -2.9556 0.6089 -0.01 0.01 0.01 0.248
H -5.2723 -1.6046 -0.6263 0.00 0.00 0.00 0.248
H -4.5550 0.6096 -1.5677 -0.01 -0.01 0.00 0.253
H -2.2731 1.3733 -1.2208 0.05 0.02 0.03 0.239
C -1.1877 -0.8675 4.4245 0.01 0.01 0.02 -0.641
C -0.0641 -0.3137 3.5561 -0.08 0.05 0.00 0.094
O -0.4111 -0.3967 2.1989 0.27 0.10 0.12 -0.750
C 1.2415 -1.0869 3.8709 0.00 0.00 -0.05 0.960
F 2.2864 -0.6482 3.1587 0.03 0.04 -0.02 -0.319
F 1.5629 -1.0230 5.1572 -0.02 0.00 0.04 -0.295
F 1.0861 -2.3918 3.5623 -0.03 -0.01 -0.06 -0.329
C 0.1247 1.1943 3.8518 0.00 0.00 -0.01 0.967
F 0.9963 1.7392 2.9745 0.00 -0.01 0.04 -0.325
F 0.5809 1.4253 5.0772 0.00 -0.01 0.00 -0.294
F -1.0351 1.8329 3.7054 0.01 0.00 0.01 -0.300
H -1.3187 -1.9292 4.2178 0.00 0.00 0.01 0.226
H -2.1080 -0.3396 4.1866 0.00 0.00 0.00 0.247
H -0.9687 -0.7493 5.4842 0.00 0.01 0.00 0.253
F -0.0695 1.7195 -1.2144 0.17 0.01 0.10 -0.666
Sb -0.3102 3.4845 -0.3764 0.13 0.05 0.20 3.164
F 0.6588 4.3024 -1.7208 0.03 0.00 -0.01 -0.634
F -1.9730 3.7152 -1.1773 0.01 -0.07 -0.09 -0.646
F -0.4095 4.9268 0.7733 -0.11 0.01 0.00 -0.632
F -1.2154 2.2580 0.8950 0.00 0.10 0.09 -0.665
F 1.2287 2.8101 0.5429 -0.04 0.14 0.12 -0.686

=====

34
Properties=species:S:1:pos:R:3:forces:R:3:nbo_charge:R:1 method="wB97M-V/def2-TZVPD" lumo_energy_ev=2.052 e_homo_ev=-3.1 e_tot_ha=-1548.4424 spin_multiplicity=1 max_force_ev_per_a=5.057 total_charge=-1 de_lowest_ev=0.0000
C 2.2239 2.4210 -3.3527 0.49 0.43 0.20 -0.617
C 0.9515 1.7515 -3.7799 -0.08 0.06 0.75 -0.069
O 0.2356 1.4716 -2.5681 0.28 0.20 -0.89 -0.570
C -0.9292 0.7597 -2.8280 -1.81 -0.46 1.02 0.743
C -1.5326 0.3322 -1.5875 0.70 0.75 -2.47 -0.747
C -2.3976 -0.7806 -1.5399 -0.68 0.46 -1.53 0.330
N -3.1417 -1.6755 -1.6166 0.51 0.13 0.16 -0.526
O -1.3085 0.6082 -3.9808 0.50 -0.38 -0.25 -0.697
H 2.8680 2.5554 -4.2204 0.17 0.06 -0.05 0.194
H 2.0221 3.4131 -2.9275 0.03 -0.21 -0.04 0.201
H 2.7725 1.8415 -2.5941 -0.23 0.06 -0.26 0.202
H 0.3605 2.4072 -4.4280 0.06 -0.24 -0.03 0.182
H 1.1562 0.8088 -4.2946 -0.12 0.14 -0.13 0.177
H -1.3800 1.0454 -0.7969 0.13 -0.38 -0.07 0.223
F -4.2463 -1.4480 4.6926 0.55 1.08 0.58 -0.356
C -3.4537 -0.3377 4.3805 -0.17 -0.56 0.01 0.362
F -2.3660 -0.2871 5.1952 -0.83 -0.12 -0.39 -0.321
S -3.1625 -0.4783 2.6326 2.64 -0.42 0.09 0.453
N -1.2442 -0.4657 2.6858 -2.26 -0.42 -0.15 -0.558
C -0.1938 -1.3174 3.1581 0.29 -0.92 1.68 0.663
O -0.1907 -2.0915 4.0970 -0.23 1.34 -1.17 -0.531
C 0.9207 -1.1018 2.1627 0.64 -0.27 -0.67 -0.052
C 0.3323 -0.6323 1.0013 0.85 -0.23 -0.96 -0.156
C 1.0031 -0.6089 -0.2288 0.14 0.30 -0.02 -0.134
C 2.3706 -0.8870 -0.2459 -0.33 -0.32 0.44 -0.205
C 3.0032 -1.2897 0.9418 -0.02 0.03 0.07 -0.196
C 2.2744 -1.4572 2.1378 -0.15 0.22 0.15 -0.217
C -1.0634 -0.3784 1.3211 -2.40 0.27 -2.89 0.653
O -2.0419 -0.2639 0.5565 2.13 -0.24 4.58 -0.520
H -4.0324 0.5891 4.4289 -0.23 -0.30 1.01 0.141
H 0.4693 -0.3589 -1.1508 0.05 0.04 0.56 0.294
H 2.9035 -0.8367 -1.2076 -0.15 -0.02 0.65 0.220
H 4.0838 -1.4869 0.9029 -0.55 -0.04 0.25 0.211
H 2.7333 -1.8214 3.0533 0.10 -0.03 -0.24 0.223

=====

32
Properties=species:S:1:pos:R:3:forces:R:3:nbo_charge:R:1 method="wB97M-V/def2-TZVPD" lumo_energy_ev="-5.491 / -5.052" e_homo_ev="-13.4 / -13.5" e_tot_ha=-2121.8872 spin_multiplicity=5 max_force_ev_per_a=0.468 total_charge=+1 de_lowest_ev=0.0083
Mn 0.3689 0.4496 0.4170 0.08 0.07 0.32 1.659
C -3.3685 1.5510 0.6033 0.05 0.00 0.00 -0.646
C -1.9968 1.8500 1.1348 -0.12 0.01 -0.04 0.007
C -1.4675 1.1412 2.2210 -0.05 -0.04 0.03 -0.279
C -0.1952 1.4242 2.7214 -0.11 -0.11 -0.02 -0.186
C 0.6099 2.3669 2.0814 0.00 0.04 -0.08 -0.280
C 0.1032 3.0493 0.9726 -0.04 0.25 0.02 -0.251
C -1.1946 2.8178 0.5327 -0.06 0.10 -0.03 -0.130
H -3.8375 2.4533 0.2143 0.00 0.00 0.02 0.244
H -4.0097 1.1230 1.3716 0.01 0.01 0.00 0.236
H -3.3074 0.8406 -0.2244 0.02 0.01 0.00 0.242
H -2.0755 0.3875 2.7060 0.02 -0.01 0.02 0.251
H 0.1823 0.8836 3.5766 0.01 -0.03 -0.02 0.264
H 1.5935 2.5985 2.4654 0.05 -0.09 -0.05 0.263
H 0.7079 3.7994 0.4804 0.03 -0.03 -0.04 0.255
H -1.5740 3.3624 -0.3213 0.02 -0.01 -0.01 0.243
O 2.1105 -4.2138 -2.8440 -0.04 0.01 -0.08 -0.599
C 1.6908 -3.1566 -2.1647 0.01 -0.04 -0.06 0.414
C 0.8926 -2.1481 -2.7299 0.03 -0.15 -0.17 -0.272
C 0.5213 -1.1061 -1.9309 0.02 0.13 0.20 0.139
N 0.9037 -1.0523 -0.6539 0.09 -0.20 -0.16 -0.508
C 1.6749 -1.9957 -0.0993 -0.11 0.22 -0.01 0.128
C 2.0918 -3.0729 -0.8203 0.08 -0.17 -0.04 -0.238
C 1.9792 -1.6458 1.3335 -0.18 0.13 -0.05 0.750
O 2.6249 -2.3177 2.0696 0.08 -0.02 0.10 -0.481
O 1.4012 -0.4715 1.6426 0.30 -0.23 0.28 -0.758
C -0.3074 0.1040 -2.2844 -0.05 0.01 0.28 0.751
O -0.7985 0.2865 -3.3528 -0.02 0.06 -0.12 -0.495
O -0.4146 0.9057 -1.2178 -0.15 0.05 -0.39 -0.778
H 1.8041 -4.2070 -3.7623 0.02 0.00 0.07 0.507
H 0.5714 -2.1710 -3.7644 0.01 0.00 0.02 0.267
H 2.7150 -3.8359 -0.3734 -0.01 0.02 -0.01 0.281

=====

33
Properties=species:S:1:pos:R:3:forces:R:3:nbo_charge:R:1 method="wB97M-V/def2-TZVPD" lumo_energy_ev=-0.811 e_homo_ev=-8.0 e_tot_ha=-1362.0382 spin_multiplicity=1 max_force_ev_per_a=18.886 total_charge=0 de_lowest_ev=14.2154
O 4.1256 1.4139 1.3024 5.14 4.41 -13.02 -0.539
C 3.6949 1.0945 2.2610 4.68 3.26 7.39 0.657
O 4.2276 1.4528 3.4004 5.24 4.26 3.04 -0.684
H 5.1016 2.1224 3.2229 -3.71 -2.81 0.40 0.499
C 2.7748 0.2743 2.4582 -14.72 -10.31 5.80 -0.108
C 2.2679 -0.0552 3.9552 -2.94 -1.71 -7.22 -0.107
C 1.1541 -0.8110 4.2147 1.01 -0.83 -9.73 -0.197
C 0.5373 -1.5686 2.9399 -0.98 1.52 4.55 -0.126
C 0.9357 -1.2008 1.6934 -0.65 0.05 2.35 0.041
C 1.9388 -0.2568 1.4662 -1.75 -1.34 12.69 -0.066
H 2.2337 -0.1845 0.6438 4.26 1.76 -12.90 0.176
N 0.2229 -1.7959 0.6738 0.55 4.79 -5.34 -0.124
C 0.1279 -1.1730 -0.8186 -3.90 -7.03 4.96 -0.014
N -0.8912 -2.1859 -1.2321 4.95 5.75 -4.04 -0.250
N -1.0854 -3.0523 -0.4131 -2.47 -1.55 5.99 -0.057
N -0.6633 -2.6649 0.8946 0.33 -3.17 -3.31 -0.095
S 0.7495 0.2551 -1.4692 0.53 0.74 0.98 0.408
C -0.1072 0.1266 -2.9946 -1.05 -1.23 -1.77 -0.591
C -1.5391 0.5358 -3.0552 -0.51 4.57 4.00 0.147
N -1.5875 1.9910 -2.9758 12.05 -7.93 -2.23 -0.422
C -2.6004 2.5286 -3.0245 -13.85 0.38 3.16 0.102
C -3.9344 1.8756 -2.5925 2.27 -1.31 -3.27 -0.228
C -3.9043 0.4365 -2.6134 -1.89 6.42 0.93 -0.221
C -2.6848 -0.0887 -2.6051 5.50 -7.59 -3.40 -0.199
H -2.4292 -1.4662 -2.7750 -1.41 4.36 1.01 0.237
H -4.7879 -0.0864 -2.5909 -1.75 -1.41 0.36 0.224
H -4.7477 2.5795 -2.8045 -0.34 -0.89 0.69 0.212
H -2.7401 3.4962 -3.1016 -0.04 5.25 -0.56 0.154
H -0.1366 -0.9180 -3.2498 0.71 -0.58 -0.43 0.254
H 0.4898 0.7067 -3.6950 -0.17 -0.08 -0.14 0.263
H -0.4067 -2.2733 3.1070 2.56 1.56 -0.42 0.260
H 0.9445 -1.3203 5.0186 -1.21 -1.66 4.89 0.200
H 2.7192 0.2124 4.7587 3.58 2.34 4.60 0.194

=====

36
Properties=species:S:1:pos:R:3:forces:R:3:nbo_charge:R:1 method="wB97M-V/def2-TZVPD" lumo_energy_ev="-16.780 / -16.776" e_homo_ev="-21.7 / -21.7" e_tot_ha=-6198.8968 spin_multiplicity=1 max_force_ev_per_a=0.827 total_charge=+4 de_lowest_ev=0.5978
W 0.1901 0.3811 -0.1145 -0.31 0.17 -0.30 2.270
N -0.5536 -0.8057 1.5776 -0.19 0.21 0.10 -0.819
C -1.7865 -0.0657 2.0484 0.07 0.01 -0.06 -0.334
C -2.4844 0.4714 0.8135 -0.11 -0.14 0.24 0.662
O -3.6348 0.3049 0.5585 -0.08 0.30 -0.11 -0.421
N -1.6420 1.2163 -0.1167 0.12 -0.82 0.06 -0.725
C -2.4891 1.9089 -1.0958 0.50 0.05 -0.07 -0.377
C -3.5870 1.0788 -1.6710 -0.27 0.13 0.41 0.924
O -4.4549 0.6127 -2.1783 0.12 -0.05 -0.19 -0.120
O 0.1446 -1.0231 -1.0087 0.12 0.06 0.08 -0.440
H 0.0501 -1.0145 2.3742 0.02 -0.03 -0.01 0.459
H -0.8232 -1.7304 1.2224 -0.03 0.01 -0.01 0.468
H -2.4517 -0.7126 2.6201 -0.02 -0.04 -0.05 0.317
H -1.4759 0.7794 2.6681 -0.05 -0.04 0.06 0.270
H -3.0162 2.7459 -0.6164 -0.08 -0.01 -0.02 0.344
H -1.9082 2.3147 -1.9279 -0.09 -0.05 -0.06 0.314
Br 4.3332 3.8853 3.8955 0.00 0.00 0.00 0.439
C 3.2375 2.8492 2.8782 0.02 0.01 0.01 0.003
C 2.3959 1.8830 3.4532 0.00 0.00 -0.01 -0.227
C 1.5945 1.1257 2.6488 -0.02 -0.04 0.00 0.102
N 1.5479 1.2361 1.2843 0.18 0.04 -0.05 -0.624
C 2.3985 2.1779 0.7214 0.03 0.03 0.02 0.165
C 3.2131 2.9766 1.4728 -0.01 -0.01 0.01 -0.192
C 2.3954 2.1953 -0.7488 0.00 0.01 -0.05 0.208
C 3.2181 2.9266 -1.5434 0.00 -0.05 -0.04 -0.203
C 3.2400 2.6925 -2.9480 0.02 0.02 0.00 0.023
Br 4.3366 3.6438 -4.0168 0.00 0.00 -0.01 0.534
C 2.4320 1.6495 -3.4795 -0.02 -0.02 0.00 -0.232
C 1.6125 0.9574 -2.6582 0.00 0.01 0.01 0.088
N 1.4945 1.2768 -1.2986 0.09 0.23 0.04 -0.542
H 2.3779 1.7267 4.5247 0.00 0.00 0.00 0.305
H 0.9603 0.3957 3.1244 -0.01 -0.01 0.00 0.210
H 3.8616 3.7032 1.0029 0.00 0.00 0.00 0.280
H 3.9010 3.6538 -1.1258 0.00 -0.01 0.00 0.289
H 2.4801 1.3930 -4.5313 0.00 0.00 0.00 0.314
H 0.9956 0.1434 -3.0177 0.00 0.00 -0.01 0.268

=====

36
Properties=species:S:1:pos:R:3:forces:R:3:lowdin_spin:R:1 method="wB97M-V/def2-TZVPD" lumo_energy_ev="-14.597 / -14.131" e_homo_ev="-18.1 / -18.1" e_tot_ha=-2516.7944 spin_multiplicity=5 max_force_ev_per_a=9.218 total_charge=+4
Pm 5.3631 -6.1525 -1.8117 -0.19 1.41 1.85 4.059
Y 1.9659 -0.9221 -1.1484 -0.82 -0.05 2.82 0.000
Cl 6.5046 -4.9883 0.0693 -0.81 -0.78 -1.41 -0.041
Cl 2.3071 -3.3585 -1.6725 0.20 0.56 0.15 0.000
C 1.1012 -0.4289 -3.2444 -4.18 2.25 -7.90 0.000
C 7.4526 -7.4957 -1.6537 4.84 -3.00 0.35 -0.010
C 6.1494 -7.7935 -3.6283 2.92 -4.58 -4.53 -0.009
O 0.5570 -0.1456 -4.2421 3.26 -1.73 5.90 0.000
O 8.3881 -8.1546 -1.7448 -3.56 2.68 0.62 0.001
O 6.7310 -8.5758 -4.2609 -3.17 3.98 3.05 0.001
C -3.3457 2.1067 1.8638 -0.59 0.94 0.12 0.000
N -2.3718 1.0334 1.6657 -0.26 0.15 -0.23 0.000
N -1.2149 1.2046 0.9628 0.69 -0.19 -0.88 0.000
C -0.6923 -0.0247 0.7109 -2.02 -0.15 1.18 0.000
O 0.2736 -0.2288 -0.1528 2.60 -0.65 -0.85 0.000
C -1.4900 -0.9627 1.3922 1.07 0.13 -1.40 0.000
C -2.5773 -0.2782 1.8709 0.12 0.82 0.50 0.000
C -3.8188 -0.7979 2.4583 -0.33 -0.40 0.18 0.000
C -0.8241 2.4714 0.4009 -0.10 0.83 -0.11 0.000
C -0.7251 3.5698 1.2529 -0.18 0.10 0.36 0.000
C -0.6040 4.8557 0.7334 0.40 0.11 -0.63 0.000
C -0.5098 5.0474 -0.6558 -0.09 -0.22 0.28 0.000
C -0.5436 3.9345 -1.5052 0.55 0.17 -0.06 0.000
C -0.6775 2.6487 -0.9829 -0.28 -0.39 0.05 0.000
H -2.9835 2.9246 2.5005 0.10 -0.60 0.04 0.000
H -4.2491 1.6833 2.3265 0.52 0.06 -0.20 0.000
H -3.6347 2.6000 0.9238 0.19 -0.52 0.04 0.000
H -1.3427 -2.0203 1.3649 -0.09 -0.32 0.08 0.000
H -3.9570 -0.4438 3.4902 -0.08 -0.15 -0.31 0.000
H -4.6696 -0.4825 1.8295 0.20 -0.25 0.39 0.000
H -3.7390 -1.8925 2.4496 -0.32 0.34 0.15 0.000
H -0.7825 3.4429 2.3379 0.02 -0.04 -0.39 0.000
H -0.5312 5.7124 1.4026 -0.09 -0.26 -0.14 0.000
H -0.3933 6.0533 -1.0773 -0.11 -0.48 0.25 0.000
H -0.4021 4.0846 -2.5835 -0.22 -0.15 0.51 0.000
H -0.7140 1.7737 -1.6423 -0.21 0.40 0.16 0.000

=====

32
Properties=species:S:1:pos:R:3:forces:R:3:nbo_charge:R:1 method="wB97M-V/def2-TZVPD" smiles="O=C(Nc1cc2c(cc1Cl)OCCCO2)c1ccco1" lumo_energy_ev=0.586 e_homo_ev=-8.1 e_tot_ha=-1356.5822 spin_multiplicity=1 max_force_ev_per_a=0.987 total_charge=0 de_lowest_ev=1.0405
O -2.2416 -1.8113 0.1549 -0.03 -0.07 0.00 -0.578
C -2.6298 -0.6646 0.1229 0.03 -0.02 -0.01 0.644
N -1.8173 0.4389 0.1412 -0.31 0.37 -0.01 -0.601
C -0.4318 0.4957 0.2043 0.43 -0.04 0.01 0.139
C 0.3790 -0.6265 0.2875 0.12 -0.12 0.02 -0.290
C 1.7676 -0.5337 0.3608 -0.11 0.30 -0.02 0.341
C 2.3692 0.7330 0.3349 0.00 0.03 -0.08 0.171
C 1.5609 1.8604 0.2436 0.03 -0.26 0.01 -0.236
C 0.1888 1.7498 0.1856 0.11 -0.14 0.00 -0.077
Cl -0.7750 3.1923 0.0879 -0.08 0.17 -0.01 -0.013
H 2.0366 2.8284 0.2381 0.02 0.09 0.00 0.240
O 3.7251 0.9523 0.4901 -0.37 -0.07 0.30 -0.515
C 4.5723 0.4648 -0.5299 0.28 -0.13 -0.41 -0.055
C 4.3616 -1.0269 -0.8316 -0.24 0.23 0.35 -0.476
H 5.3060 -1.4668 -1.1499 0.01 -0.02 -0.04 0.225
H 3.6380 -1.1546 -1.6396 0.06 -0.08 -0.02 0.220
C 3.8256 -1.7526 0.4015 0.57 -0.11 -0.14 -0.066
H 4.2542 -1.3243 1.3162 -0.07 -0.13 -0.09 0.185
H 4.0665 -2.8171 0.3616 0.00 0.15 0.03 0.199
O 2.4109 -1.7248 0.4587 -0.30 0.12 0.08 -0.499
H 4.4434 1.0595 -1.4457 0.04 -0.03 0.14 0.175
H 5.5785 0.6379 -0.1400 -0.08 -0.01 -0.10 0.190
H -0.0667 -1.6067 0.3106 0.00 -0.03 -0.01 0.270
H -2.2561 1.3503 0.0996 -0.02 -0.29 0.00 0.412
C -4.0614 -0.3078 0.0571 -0.29 0.89 -0.01 0.146
C -4.7322 0.8943 0.0221 0.55 -0.68 0.03 -0.261
C -6.1040 0.5777 -0.0351 -0.23 -0.56 -0.01 -0.323
C -6.1699 -0.7862 -0.0307 -0.54 0.83 -0.03 0.123
O -4.9521 -1.3198 0.0243 0.48 -0.47 0.02 -0.356
H -7.0042 -1.4591 -0.0630 -0.02 -0.18 0.00 0.208
H -6.9238 1.2650 -0.0736 -0.21 0.08 -0.01 0.233
H -4.3182 1.8826 0.0356 0.17 0.18 0.01 0.224